C21H46N2O9PS as an isolated structure in a non-equilibrium geometry, computed with ωB97M-V/def2-TZVPD.

```
80
Properties=species:S:1:pos:R:3:forces:R:3
C 6.632111 1.198205 5.365585 -0.20 -0.24 0.40
O 5.648234 1.461447 4.387753 0.46 0.00 -0.19
C 5.977749 2.494843 3.485971 -0.19 -0.18 0.01
C 5.469295 2.146970 2.091509 -0.01 0.75 0.45
C 4.000279 2.567081 1.872418 0.44 -0.41 -1.03
C 3.082022 1.395015 1.446891 0.26 0.60 0.79
C 1.814226 1.266883 2.337945 0.44 0.60 -2.91
C 1.015316 2.565139 2.041904 -0.77 -0.69 1.90
C 0.781849 3.512212 3.248922 0.72 1.15 -0.66
O 1.217457 4.822654 2.849318 0.15 0.12 0.05
C -0.669396 3.706362 3.620985 -0.37 -0.68 0.25
N -1.232411 2.462085 4.150275 0.04 -0.30 -0.13
O 2.179744 0.973821 3.683971 -0.56 -1.04 -0.05
S 2.551274 -0.608339 3.710860 1.81 -1.51 -0.33
O 3.929918 -0.875498 3.619978 0.99 0.85 -0.74
O 1.938159 -1.284755 4.775921 -1.97 0.42 0.64
O 1.953114 -1.043476 2.235917 -0.12 0.72 0.62
C 1.115147 0.008082 1.772664 -0.92 1.21 1.78
P -0.587891 -0.551801 2.332346 -0.59 -1.49 0.07
O -0.683600 -1.960351 2.011705 -0.04 -1.12 -1.04
O -1.785841 0.174177 1.521738 0.77 1.08 0.24
O -0.823238 -0.408449 3.886623 0.63 1.06 -0.24
H 6.587031 0.138369 5.604826 -0.07 -0.09 -0.01
H 6.438632 1.750594 6.288224 0.03 0.16 0.01
H 7.645664 1.417768 5.028985 0.01 0.10 -0.18
H 7.051334 2.685117 3.428908 0.16 -0.25 0.23
H 5.517768 3.425109 3.843951 0.03 0.16 -0.16
H 5.625116 1.094789 1.874407 0.00 -0.19 0.23
H 6.124252 2.688178 1.409775 -0.13 0.10 -0.24
H 3.630291 3.134561 2.724837 -0.09 -0.23 0.22
H 4.023749 3.256883 1.029724 -0.21 0.29 0.07
H 3.669718 0.482668 1.419338 -0.11 -0.16 0.06
H 2.714631 1.595018 0.443838 -0.02 -0.16 -0.17
H 1.493399 3.145351 1.267711 0.25 0.05 -0.05
H 0.045654 2.266745 1.632741 -0.11 0.05 0.01
H 1.375795 3.248049 4.123157 -0.17 -0.52 0.07
H 2.184183 4.842042 2.843741 -0.24 0.04 0.00
H -1.212549 3.992676 2.720513 -0.01 0.32 -0.02
H -0.767187 4.481950 4.373630 0.17 0.33 -0.18
H -2.044119 2.152363 3.635963 -0.10 0.05 0.08
H -1.532953 2.552082 5.111053 0.11 0.00 0.02
H 1.080479 0.209500 0.707747 0.17 -0.93 -0.33
H -1.760639 1.139554 1.615207 -0.23 -0.13 0.00
H -0.201915 0.211375 4.305530 -0.43 0.15 0.28
C -4.993512 -4.223083 -4.783634 0.02 0.13 -0.04
C -4.566752 -2.954433 -5.520882 -0.04 -0.21 0.11
C -3.049045 -2.769755 -5.610817 -0.24 0.31 -0.18
C -2.281360 -2.657378 -4.303128 0.12 -0.37 -0.30
N -2.533324 -1.433864 -3.434838 -0.02 0.54 0.13
C -1.210914 -0.883849 -2.935096 0.10 -0.12 -0.08
C -0.657287 -0.094187 -4.102614 0.06 -0.04 -0.15
C -1.891062 0.563351 -4.724743 0.04 0.02 -0.21
C -3.085822 -0.236459 -4.198902 0.00 0.23 -0.12
C -3.448502 -1.758490 -2.269704 -0.10 -0.01 0.29
C -2.815937 -2.490020 -1.094357 0.16 -0.44 0.05
C -2.383735 -3.941432 -1.304205 0.05 0.10 -0.01
H -4.703243 -4.205166 -3.731298 0.00 -0.07 0.00
H -6.077152 -4.325437 -4.817942 0.00 -0.05 0.02
H -4.556120 -5.110890 -5.242116 0.01 -0.01 0.02
H -5.052358 -2.092585 -5.054994 0.00 0.01 -0.02
H -4.954431 -3.003940 -6.539712 0.02 0.08 -0.01
H -2.811710 -1.921295 -6.259249 0.01 -0.01 0.00
H -2.643681 -3.640488 -6.132700 0.12 -0.03 0.13
H -1.215517 -2.676788 -4.523398 0.00 0.09 0.00
H -2.483315 -3.535251 -3.698991 -0.05 0.13 0.18
H -1.433382 -0.233345 -2.089517 -0.04 -0.06 0.04
H -0.573920 -1.705751 -2.618044 -0.08 -0.01 0.15
H -0.175229 -0.753874 -4.824754 0.03 -0.02 0.05
H 0.088275 0.632118 -3.787201 0.01 -0.05 0.09
H -1.839925 0.553093 -5.811971 -0.02 -0.03 0.00
H -1.980111 1.605367 -4.423083 -0.03 -0.02 0.03
H -3.765761 -0.548374 -4.979011 -0.02 -0.15 0.07
H -3.647514 0.365766 -3.490652 -0.02 -0.14 0.11
H -4.304991 -2.296288 -2.675540 0.05 -0.04 -0.07
H -3.811256 -0.802977 -1.893213 0.03 0.05 -0.10
H -3.567597 -2.490386 -0.302301 -0.07 0.17 -0.07
H -1.977086 -1.923555 -0.688467 -0.08 0.07 0.08
H -3.173714 -4.532093 -1.773727 0.04 -0.03 -0.02
H -2.159688 -4.394646 -0.340378 0.00 0.03 0.01
H -1.475171 -4.016658 -1.903826 -0.02 -0.09 -0.02
```
Positions in Å, forces in eV/Å.

Calculated values
Frontier orbital gap in hartree: 0.3154
2S+1: 1
E in eV: -64048.813
HOMO in eV: -11.123
LUMO energy in eV: -2.5
Net charge: +1

---

A 9-piece molecular cluster, C21H46N3O22 overall in a non-equilibrium geometry, computed with ωB97M-V/def2-TZVPD.

```
92
Properties=species:S:1:pos:R:3:forces:R:3
C -1.372048 -0.566530 0.338110 -0.68 -0.55 -0.05
C -0.336951 0.526891 0.085515 -2.38 1.64 1.36
C 0.544941 0.157136 -1.052991 1.29 -0.42 -0.71
O -0.875281 1.756692 0.078420 -0.29 0.13 -0.74
H -2.156065 -0.296302 1.045497 0.18 0.73 0.05
H -0.864931 -1.395161 0.832380 -0.02 -0.79 -0.47
H -1.892534 -0.813349 -0.587240 -0.02 -0.52 -0.22
H 0.199334 0.424531 1.028937 1.62 -0.24 0.81
H 0.351044 0.575147 -2.040805 -0.70 0.50 0.17
H 0.494821 -0.920639 -1.207963 0.60 -0.42 0.09
H 1.538173 0.518856 -0.787013 0.32 -0.35 -0.25
C -4.667045 2.827050 4.331612 1.02 0.18 0.05
O -5.170098 2.447478 3.012596 -0.51 -0.30 2.36
C -4.466451 2.658280 1.918366 4.26 1.58 -1.96
O -3.363845 3.279155 1.856331 -4.33 -2.13 0.22
O -5.119945 2.039394 0.897718 -2.18 -0.25 3.56
C -4.594168 2.055054 -0.388931 1.76 0.64 0.10
H -3.606073 2.683093 4.535833 0.32 -0.09 -1.21
H -5.040590 2.196285 5.138269 -1.10 -0.10 -0.64
H -4.799904 3.879230 4.583338 -0.59 -0.01 -0.43
H -3.739720 1.394128 -0.243404 0.93 0.82 -1.18
H -4.465929 3.134323 -0.471640 1.18 -0.24 -1.42
H -5.200522 1.643903 -1.196017 -0.75 0.03 0.72
C 3.708387 -0.985085 -2.489528 -0.60 1.24 1.03
O 4.443952 -0.407514 -3.557110 0.86 -0.41 -2.12
C 4.269290 -0.905045 -4.786591 -1.41 -1.86 -0.89
O 3.564648 -1.911888 -5.045436 2.46 3.13 0.27
O 4.932803 -0.085130 -5.693236 -0.20 -0.67 3.78
C 5.264799 -0.551802 -6.954024 -1.17 0.28 -1.40
H 2.667734 -1.128831 -2.780188 0.15 -0.21 0.17
H 3.787073 -0.140483 -1.805015 -0.66 -0.36 0.43
H 4.140167 -1.839850 -1.968914 0.21 -0.27 -0.76
H 4.352371 -0.318065 -7.502600 0.08 -0.89 -0.88
H 5.572085 -1.596941 -6.990883 -0.17 0.09 0.02
H 6.007954 0.115883 -7.389931 0.31 -0.16 0.41
C -0.654897 -0.374202 8.730811 0.70 0.73 -0.83
O -1.206480 -0.584082 7.390815 -0.15 -0.64 1.35
C -0.757168 0.165222 6.416297 1.71 2.74 -2.88
O 0.217678 0.974642 6.421823 -3.51 -2.93 0.31
O -1.571274 -0.096380 5.287028 1.13 1.31 1.72
C -1.519107 0.880313 4.172649 0.54 -0.31 0.31
H -0.899242 0.648016 9.019710 -0.04 -0.11 0.15
H 0.431284 -0.454007 8.686854 -0.03 0.01 -0.08
H -1.017551 -1.092124 9.466459 -0.46 -0.09 -0.67
H -0.596964 0.725564 3.612476 -0.23 -0.02 -0.18
H -1.551056 1.928001 4.471711 0.16 -0.21 0.54
H -2.405239 0.721528 3.558122 0.24 -0.42 0.08
C 0.406829 -0.163313 -4.927724 -0.02 1.64 -0.98
O -0.453920 -1.162201 -4.454456 -0.12 -0.54 0.25
C -1.766395 -0.983562 -4.333321 -2.73 2.48 -0.48
O -2.474125 -0.041498 -4.819012 2.74 -3.70 1.88
O -2.179812 -2.021335 -3.569113 1.81 -0.34 -0.39
C -3.441094 -2.097006 -2.935253 -0.72 2.70 -0.70
H 0.134080 0.842267 -4.607525 -0.16 -0.16 0.69
H 0.354321 -0.038933 -6.009325 0.06 -0.60 -0.25
H 1.434149 -0.377561 -4.633102 -0.34 -0.30 0.09
H -3.509965 -1.282619 -2.214051 0.23 -0.23 0.44
H -3.644773 -3.038422 -2.425002 0.29 -0.03 -0.68
H -4.096240 -1.710785 -3.716089 -1.02 -0.96 0.14
C 4.876158 2.285597 -1.603793 -0.88 0.59 0.65
O 3.479393 2.492277 -1.091891 0.75 1.19 0.12
C 3.074653 3.619238 -0.372457 -2.10 -2.00 0.78
O 1.964605 3.732913 0.122279 2.47 -0.08 -1.50
O 4.097093 4.416226 -0.203912 2.47 -0.22 -0.78
C 3.969482 5.702439 0.278263 -0.66 1.48 0.23
H 5.240783 1.413735 -1.060650 -0.18 -0.29 -0.59
H 5.644117 3.039417 -1.430330 -0.67 0.60 0.56
H 4.830249 2.233961 -2.691599 -0.29 -0.72 0.19
H 3.371471 5.679879 1.189294 -0.22 0.47 -0.21
H 3.606421 6.340587 -0.527384 -0.95 0.02 0.22
H 4.919617 6.205694 0.457353 0.49 -0.94 0.35
C 0.753251 -4.066802 -3.406902 0.68 0.82 -1.10
N 2.019763 -4.846367 -3.163648 -1.08 -0.65 0.44
O 2.434046 -5.550864 -4.085687 -0.10 0.81 1.20
O 2.471573 -4.760594 -2.032811 0.45 -0.32 -0.93
H 0.964679 -3.631021 -4.383370 -0.38 0.14 0.00
H 0.648219 -3.261524 -2.679865 0.05 -0.41 0.10
H -0.138410 -4.687674 -3.493872 0.41 -0.26 0.27
C 1.311545 -1.744286 4.097198 0.52 1.54 0.65
N 1.067193 -2.995969 3.423199 -0.24 -1.21 -1.28
O 0.007873 -3.557873 3.566658 -0.69 -0.06 0.67
O 1.910579 -3.392237 2.639785 0.51 0.27 0.35
H 1.466652 -1.032106 3.286740 -0.02 0.16 0.13
H 2.225899 -1.797855 4.688123 0.03 -0.23 -0.24
H 0.501352 -1.419211 4.749890 -0.13 -0.45 -0.40
C -4.216490 -1.501851 2.069170 1.22 0.27 0.15
N -4.452284 -2.058824 0.671660 -0.45 0.03 1.01
O -4.932990 -1.296503 -0.160074 0.61 -1.08 0.63
O -4.205117 -3.253725 0.533053 -0.29 1.23 -0.40
H -4.865142 -1.933875 2.831214 -0.54 0.10 -0.63
H -4.169089 -0.413213 2.042241 -0.77 -0.15 -0.22
H -3.217661 -1.777009 2.407882 0.09 -0.43 -0.51
```
Positions in Å, forces in eV/Å.

Calculated values
Frontier orbital gap in hartree: 0.1667
2S+1: 1
E in eV: -72024.967
HOMO in eV: -2.405
LUMO energy in eV: 2.1
Net charge: -1

---

- Which value of 2S+1 does entry 2 give?
  1

---

- Which of these has the highest E?
  C21H46N2O9PS

---

- Which of these has the highest HOMO?
  C21H46N3O22

---

- Look up the frontier orbital gap of the second one.
  0.1667 hartree